{"formula": "C5H9NO", "method": "the ωB97M-V functional and the def2-TZVPD basis", "orbital_gap_ev": 9.93, "e_above_lowest_kcal_mol": 72.68, "total_charge": 0, "smiles": "[H]/N=C1/C=CCCO1.[H][H]", "largest_force_ha_per_bohr": 0.035, "spin_multiplicity": 1, "symbols": ["H", "N", "C", "C", "C", "C", "C", "O", "H", "H", "H", "H", "H", "H", "H", "H"], "coordinates": [[1.0088, -2.8115, -1.5340], [0.0635, -2.5124, -1.2902], [0.1213, -1.3707, -0.7407], [-1.1063, -0.6475, -0.3836], [-1.0768, 0.6539, -0.0830], [0.2359, 1.3815, -0.0454], [1.3558, 0.4081, 0.2852], [1.3200, -0.7338, -0.5678], [-2.0280, -1.2163, -0.4266], [-1.9898, 1.2209, 0.0984], [0.3665, 1.7683, -1.0598], [0.2620, 2.2366, 0.6440], [1.2923, 0.0893, 1.3358], [2.3386, 0.8606, 0.1294], [-1.0909, 0.0186, 1.6109], [-1.0729, 0.6544, 2.0277]], "forces_ev_per_a": [[-0.1, -0.1, 0.1], [0.2, 0.3, 0.1], [-0.1, -0.2, -0.2], [-0.1, 0.3, -0.6], [0.0, -0.2, -1.3], [0.0, -0.1, -0.2], [0.0, 0.2, 0.1], [0.0, -0.1, -0.1], [0.1, 0.0, -0.1], [0.2, -0.2, -0.1], [0.3, 0.2, 0.0], [-0.2, -0.3, -0.1], [-0.1, 0.0, -0.2], [-0.2, -0.1, 0.0], [0.0, 0.7, 1.6], [0.0, -0.5, 0.9]]}

{"formula": "C3H7NO2S", "method": "the ωB97M-V functional and the def2-TZVPD basis", "orbital_gap_ev": [8.74, 8.75], "e_above_lowest_kcal_mol": 98.60, "total_charge": 0, "largest_force_ha_per_bohr": 0.093, "spin_multiplicity": 1, "symbols": ["C", "C", "C", "N", "O", "O", "S", "H", "H", "H", "H", "H", "H", "H"], "coordinates": [[-0.6615, 2.0087, -0.1716], [1.3774, -1.0843, 0.1297], [0.0483, -1.3527, -0.5810], [0.3399, 2.2892, 0.4982], [-1.3913, -0.4045, 1.4156], [-2.3142, -0.2328, -0.8649], [-1.2008, -0.1890, 0.0351], [-1.6908, 2.1550, -0.4387], [1.6947, -0.0795, 0.1319], [1.3084, -1.2936, 1.1473], [2.1743, -1.6493, -0.2125], [-0.1192, -2.3603, -0.3984], [0.1043, -1.0668, -1.6352], [0.3306, 3.2599, 0.9445]], "forces_ev_per_a": [[0.8, -4.3, 2.0], [-1.3, 0.9, -0.2], [1.6, 2.8, -0.2], [-1.1, 2.0, 0.3], [-0.2, -0.2, 2.4], [-1.1, -0.1, -0.6], [1.7, 1.4, -2.6], [-0.3, 1.3, -0.4], [0.2, 1.4, -0.5], [-0.5, -0.6, 1.9], [1.4, -1.3, -1.1], [-1.4, -1.8, 0.0], [0.0, -0.5, 0.0], [0.2, -1.1, -1.1]]}

{"formula": "C2HNO3", "method": "the ωB97M-V functional and the def2-TZVPD basis", "orbital_gap_ev": 3.74, "e_above_lowest_kcal_mol": 98.17, "total_charge": -2, "largest_force_ha_per_bohr": 0.044, "spin_multiplicity": 1, "symbols": ["C", "C", "N", "O", "O", "O", "H"], "coordinates": [[-0.1069, -2.4075, -1.5534], [-2.0909, -1.4339, 0.9431], [-1.4195, -1.1593, -0.1220], [-2.2688, -1.5350, 2.1246], [0.1201, -1.6204, -2.3721], [-2.9272, -1.5182, -0.1198], [8.6932, 9.6742, 1.0997]], "forces_ev_per_a": [[0.6, 1.2, -1.8], [-0.4, 0.4, -0.9], [1.7, 0.7, 0.4], [0.3, -0.3, 1.3], [-0.4, -1.5, 1.5], [-1.9, -0.6, -0.6], [0.0, 0.0, 0.0]]}

{"formula": "C24H56", "method": "the ωB97M-V functional and the def2-TZVPD basis", "orbital_gap_ev": 10.95, "e_above_lowest_kcal_mol": 228.31, "total_charge": 0, "smiles": "CCCCCC.CCCCCC.CCCCCC.CCCCCC", "largest_force_ha_per_bohr": 0.313, "spin_multiplicity": 1, "symbols": ["C", "C", "C", "C", "C", "C", "H", "H", "H", "H", "H", "H", "H", "H", "H", "H", "H", "H", "H", "H", "C", "C", "C", "C", "C", "C", "H", "H", "H", "H", "H", "H", "H", "H", "H", "H", "H", "H", "H", "H", "C", "C", "C", "C", "C", "C", "H", "H", "H", "H", "H", "H", "H", "H", "H", "H", "H", "H", "H", "H", "C", "C", "C", "C", "C", "C", "H", "H", "H", "H", "H", "H", "H", "H", "H", "H", "H", "H", "H", "H"], "coordinates": [[22.9920, 130.5760, 72.6280], [21.8800, 131.4970, 72.2420], [22.0800, 132.8840, 72.7900], [21.0170, 133.8580, 72.2890], [21.2180, 135.3630, 72.9050], [20.1360, 136.2640, 72.3620], [23.9970, 130.9190, 72.3240], [22.8680, 129.7350, 72.3380], [23.1300, 130.3730, 73.6490], [20.9600, 131.0830, 72.4980], [21.9670, 131.6780, 71.1020], [23.0410, 133.2810, 72.3640], [22.0790, 133.0930, 73.9650], [20.0260, 133.3990, 72.5340], [20.8860, 134.1430, 71.1630], [22.2780, 135.8210, 72.7940], [21.1050, 135.1680, 73.8660], [20.2100, 136.1750, 71.3110], [20.3010, 137.3480, 72.6470], [18.9800, 136.0740, 72.4480], [20.7180, 144.8900, 71.0830], [19.3150, 144.6070, 71.6190], [19.1160, 143.0890, 72.0570], [19.6490, 142.9060, 73.5710], [19.6040, 141.4320, 74.1700], [20.4090, 141.3480, 75.4470], [21.5500, 144.5920, 71.9040], [20.7670, 146.0800, 70.9730], [21.1250, 144.4460, 70.2890], [18.5800, 144.7920, 70.8030], [19.3030, 145.3270, 72.3540], [19.4770, 142.4820, 71.2730], [18.0350, 142.8940, 72.1500], [19.2090, 143.6590, 74.2880], [20.7850, 142.8920, 73.4740], [19.8180, 140.8560, 73.2620], [18.4730, 141.1430, 74.2880], [20.1060, 140.2570, 75.8610], [20.0150, 142.0630, 76.1090], [21.4210, 141.6610, 75.1840], [22.6230, 138.5140, 75.2960], [23.2300, 139.2810, 73.9950], [24.7440, 139.5600, 74.3130], [25.5140, 140.1840, 73.1560], [25.3190, 141.6960, 73.0700], [26.2430, 142.3130, 71.9410], [21.4640, 138.0490, 75.2350], [22.6690, 139.0700, 76.0190], [23.2040, 137.4960, 75.5270], [22.6550, 140.1000, 73.6970], [23.2660, 138.6690, 73.1100], [25.1050, 138.6430, 74.4660], [24.7590, 140.2470, 75.2210], [25.2130, 139.5750, 72.2850], [26.4610, 139.8990, 73.2080], [25.6160, 141.9260, 73.8540], [24.1700, 142.0140, 72.8560], [27.2320, 142.3270, 72.0500], [26.0120, 143.3560, 71.9390], [26.0370, 142.0460, 70.9620], [25.1320, 136.3480, 70.8720], [24.7030, 137.5310, 70.0620], [24.1930, 137.2450, 68.7220], [23.6900, 138.4640, 67.8790], [23.0630, 138.1530, 66.5480], [22.5630, 139.4190, 65.8170], [25.2750, 136.6560, 71.8790], [26.2570, 135.9650, 70.7770], [24.4500, 135.6150, 71.1270], [25.5780, 138.1110, 69.9720], [24.0470, 138.1660, 70.5370], [23.2240, 136.5920, 68.9380], [24.7830, 136.4250, 68.3720], [24.5710, 139.1630, 67.5160], [23.1270, 139.0460, 68.6050], [22.4040, 137.3740, 66.7400], [23.8000, 137.6310, 65.9590], [22.0330, 139.0910, 64.8780], [23.3930, 139.9300, 65.5470], [22.0000, 140.2420, 66.5490]], "forces_ev_per_a": [[2.7, 9.2, 2.8], [2.3, 1.4, -1.6], [0.3, 2.4, 0.6], [-0.6, 2.4, -1.3], [0.3, -1.5, -3.5], [-1.6, 1.7, 0.3], [-0.5, 0.1, -0.3], [-1.6, -10.6, -4.6], [-0.3, 0.5, 2.0], [-1.8, -0.6, 0.3], [-0.6, -0.6, 1.6], [-0.4, -0.5, 0.8], [0.2, -1.1, -2.3], [0.4, 0.9, 0.2], [0.9, -1.4, 1.5], [-1.7, -1.0, -0.4], [-0.4, -0.3, 4.8], [0.3, 0.5, -1.5], [-0.2, -1.1, -0.3], [2.3, -0.3, 0.8], [1.0, 3.6, 5.0], [0.6, -3.1, -2.8], [-1.3, 2.7, 3.3], [1.7, -1.7, -1.2], [-3.9, 1.5, -1.8], [-1.4, -3.2, -1.0], [-1.9, 0.9, -1.4], [0.3, -2.6, 0.0], [0.7, -1.8, -3.7], [0.3, 0.3, 0.7], [-1.2, 1.2, 2.1], [0.9, -1.1, -0.4], [0.2, 0.1, -0.3], [0.7, -0.6, -1.0], [-1.1, 1.4, 0.4], [0.9, -0.6, 0.7], [1.8, 0.5, 0.4], [1.8, 2.4, -0.5], [-0.5, 0.9, 1.1], [0.3, -0.9, 0.6], [-1.8, -8.7, -9.1], [1.1, -2.4, 2.1], [-2.9, 4.4, -0.1], [-5.0, -0.1, -0.8], [-5.1, -4.2, -14.7], [-4.5, 1.1, 1.8], [2.9, 1.7, -0.3], [0.5, 6.0, 8.0], [-0.8, 2.4, -0.6], [-0.9, 1.7, 0.0], [-0.3, -0.8, -0.3], [1.8, -3.5, 1.3], [0.4, -1.1, -0.8], [-0.3, 0.7, -0.3], [4.6, -0.5, 0.7], [4.4, 4.9, 13.0], [2.8, -0.8, 0.7], [4.1, -0.8, 1.1], [-0.3, 1.1, 0.0], [-0.7, -1.2, -1.8], [3.6, 0.4, 1.1], [1.7, -0.6, -0.3], [-3.8, -1.8, -0.5], [3.7, 0.6, -0.2], [0.2, 1.0, 0.6], [-3.4, -0.9, 1.9], [0.1, 1.2, 1.3], [-2.6, 0.4, -0.9], [-1.6, -2.1, -0.7], [1.3, 1.1, -0.2], [-1.8, 1.2, 1.6], [1.2, 1.3, -0.5], [0.9, 0.1, -1.6], [-1.1, -1.1, 1.4], [-0.6, 0.2, -0.4], [-2.3, -1.1, 0.0], [0.6, 0.2, -0.5], [0.0, 0.9, 1.1], [2.7, 1.7, -1.1], [0.8, -2.5, -2.0]]}

{"formula": "C5H12N", "method": "the ωB97M-V functional and the def2-TZVPD basis", "orbital_gap_ev": [4.63, 10.73], "e_above_lowest_kcal_mol": 52.38, "total_charge": 0, "s2": 0.750, "largest_force_ha_per_bohr": 0.055, "spin_multiplicity": 2, "symbols": ["C", "C", "C", "C", "C", "N", "H", "H", "H", "H", "H", "H", "H", "H", "H", "H", "H", "H"], "coordinates": [[-0.6843, -1.1127, -0.0877], [-0.7702, -0.0378, 0.9735], [0.0307, 1.2415, 0.6405], [2.3013, 0.1194, 0.3660], [1.3940, 1.0299, 0.0548], [-1.3343, -0.6058, -1.3934], [0.2227, -1.6245, -0.3848], [-1.3239, -1.9511, 0.2194], [-0.3731, -0.4506, 1.9066], [-1.7936, 0.2301, 1.2324], [-0.5485, 1.9376, 0.0346], [0.2744, 1.7810, 1.5711], [2.1343, -0.7066, 1.0525], [3.1934, -0.1099, -0.2095], [1.5945, 1.5858, -0.8619], [-2.0362, 0.1240, -1.1760], [-1.7412, -1.3191, -2.0492], [-0.5400, -0.1311, -1.8890]], "forces_ev_per_a": [[-2.5, -1.3, -0.5], [1.5, 0.4, 0.3], [0.5, 0.2, 1.1], [0.0, -1.4, 0.0], [0.1, -0.3, -1.6], [1.5, 0.4, 0.6], [0.6, 0.8, 0.3], [-0.1, 0.2, 0.0], [0.1, -0.1, -0.1], [-0.2, -0.1, -0.4], [0.0, -0.1, -0.2], [-0.6, -0.1, 0.0], [-0.2, 0.4, 0.6], [0.0, 0.8, -0.1], [0.1, 0.4, 0.3], [-0.4, 0.0, -0.2], [0.0, -0.2, 0.2], [-0.4, 0.1, -0.4]]}

{"formula": "C3H8N4O", "method": "the ωB97M-V functional and the def2-TZVPD basis", "orbital_gap_ev": 8.55, "e_above_lowest_kcal_mol": 110.76, "total_charge": 0, "smiles": "CN1N[C@]2(N)O[C@]12N", "largest_force_ha_per_bohr": 0.093, "spin_multiplicity": 1, "symbols": ["C", "N", "N", "C", "N", "O", "C", "N", "H", "H", "H", "H", "H", "H", "H", "H"], "coordinates": [[1.4727, -1.0086, 1.0289], [0.0679, -1.1128, 0.6415], [-0.7043, 0.0468, 1.3644], [-1.0688, 0.5703, 0.0791], [-0.9836, 1.9661, -0.1924], [-1.6160, -0.2752, -0.9168], [-0.2420, -0.5233, -0.6279], [0.7211, -0.3054, -1.6675], [2.0695, -1.7162, 0.4418], [1.8929, -0.0055, 0.8900], [1.5859, -1.2907, 2.0802], [-1.5475, -0.2925, 1.8352], [-1.3444, 2.5117, 0.5820], [-1.5028, 2.2012, -1.0316], [0.8401, -1.1615, -2.1996], [0.3594, 0.3956, -2.3073]], "forces_ev_per_a": [[0.2, 0.0, 0.0], [-1.4, -0.5, 1.8], [-0.1, -1.5, -0.8], [3.8, 0.3, -2.9], [-0.8, -0.2, 0.3], [-1.6, -1.8, 1.1], [0.6, 4.7, -0.2], [-0.5, -0.9, 0.6], [-0.3, 0.1, 0.0], [-0.2, 0.0, -0.1], [-0.3, 0.0, -0.2], [0.4, -0.5, 0.2], [0.1, 0.1, 0.0], [-0.1, 0.0, 0.1], [0.1, 0.0, -0.2], [0.1, 0.0, 0.2]]}